A structure of composition C40H42AsIrN2O7P2SSeTe, computed with ωB97M-V/def2-TZVPD.

Cartesian coordinates (Å):
Ir 0.39212 0.24509 0.03536
C 3.75929 0.01489 -0.09973
C 5.09604 -0.70443 -0.09417
As 6.68702 0.46979 -0.31942
C 6.30815 1.13544 -2.11975
C 6.95097 2.29586 -2.54655
C 6.76809 2.77838 -3.83333
C 5.94519 2.09872 -4.72065
C 5.31227 0.93518 -4.31240
C 5.49397 0.45581 -3.02125
C 6.05259 1.99461 0.73389
C 5.25446 3.02379 0.24271
C 4.75516 3.99577 1.09662
C 5.04005 3.94768 2.45410
C 5.84057 2.93139 2.95241
C 6.34992 1.96651 2.09347
P 2.22415 -0.95861 -0.15365
C 2.27240 -2.13582 1.23471
C 2.93273 -1.81541 2.39044
C 2.74694 -2.36832 3.66438
C 1.93752 -3.46890 4.01949
C 1.26936 -4.32820 3.21392
C 1.11651 -3.06897 1.18384
C 2.45383 -2.02533 -1.61488
C 1.85793 -1.65995 -2.81714
C 2.06034 -2.42001 -3.96018
C 2.84656 -3.56177 -3.90534
C 3.43340 -3.94355 -2.70587
C 3.24160 -3.17544 -1.56749
H 3.66668 0.65601 -0.98400
H 3.65313 0.69957 0.74438
H 5.15374 -1.44062 -0.89849
H 5.25394 -1.25990 0.83163
H 7.59823 2.83836 -1.86556
H 7.27150 3.68503 -4.14352
H 5.80285 2.47275 -5.72615
H 4.67120 0.39330 -4.99624
H 4.98196 -0.45533 -2.73402
H 5.00590 3.06499 -0.81092
H 4.12844 4.78431 0.70109
H 4.64270 4.70306 3.11992
H 6.07479 2.89127 4.00848
H 6.98490 1.18229 2.49280
H 3.64294 -0.99610 2.34669
H 3.28326 -1.89431 4.47616
H 1.87360 -3.71110 5.07260
H 0.76071 -5.19459 3.61203
H 0.85571 -3.32580 0.15592
H 1.21123 -0.78893 -2.84682
H 1.59190 -2.12784 -4.89108
H 2.99316 -4.16270 -4.79334
H 4.03813 -4.83974 -2.65688
H 3.69990 -3.47292 -0.63096
S 0.12418 6.56152 0.76220
C 0.63104 4.86390 0.60137
C 1.05007 4.35145 -0.62690
C 1.40571 3.02446 -0.70663
N 1.38792 2.19812 0.35108
C 1.01984 2.70344 1.53754
C 0.62728 4.02121 1.70066
C -1.54680 6.36865 0.16282
C -1.88961 6.67149 -1.14674
C -3.20808 6.49524 -1.54596
N -4.17145 6.05548 -0.74159
C -3.83144 5.77986 0.51467
C -2.54690 5.91772 1.01378
H 1.10055 4.98219 -1.50397
H 1.71110 2.57823 -1.64731
H 1.05026 2.01259 2.37203
H 0.32063 4.37936 2.67382
H -1.14633 7.03828 -1.84122
H -3.49911 6.71924 -2.56602
H -4.62692 5.42875 1.16351
H -2.32728 5.67629 2.04477
O -0.05246 -0.59049 2.28926
Se -0.55492 -2.03602 1.68113
O -1.53313 -2.93205 2.58976
O -1.13613 -1.67651 0.16759
O 1.16416 -4.28813 1.86460
C -5.49058 2.77918 -0.77537
C -4.13022 2.77184 -1.43016
O -3.74745 1.40509 -1.74789
P -2.67487 0.62632 -0.88604
O -1.44767 1.42338 -0.61262
Te -2.41734 -1.33342 -2.28100
O -3.31522 0.27006 0.50890
C -4.33822 -0.73145 0.69720
C -4.90335 -0.55050 2.08226
H -5.82853 3.80631 -0.63576
H -5.45541 2.28204 0.19447
H -6.21618 2.26677 -1.40638
H -3.35781 3.21390 -0.79858
H -4.13544 3.29730 -2.38318
H -3.85829 -1.70534 0.58505
H -5.09828 -0.61655 -0.08024
H -4.11910 -0.67708 2.82720
H -5.67576 -1.29752 2.26627
H -5.34591 0.43947 2.19887

Summary:
* 2S+1: 5
* HOMO (alpha / beta): -5.6 / -7.7 eV
* total energy: -225200.0640 eV
* gap between HOMO and LUMO (alpha / beta): 5.55 / 6.11 eV
* energy relative to the best compared isomer or geometry (same formula, charge and spin): 3.3 kcal/mol
* <S²>: 6.0599